Density functional theory data (ωB97M-V with the def2-TZVPD basis set) for a structure of composition C18H41OP3STm at a distorted geometry.

The geometry in ORCA input format:
```
! wB97M-V def2-TZVPD RIJCOSX def2/J DEFGRID3
* xyz 3 3
Tm -0.80998 0.13438 0.69786
P -1.93167 -2.33609 -0.10233
P -0.68084 -1.33329 3.14366
P -1.29047 0.93142 -1.89160
H 1.81071 0.21617 2.21465
C 1.41534 0.95462 1.52614
C 0.54976 1.98919 1.85454
H 0.25873 2.22455 2.87417
C -0.52913 -3.41394 -0.62501
C -2.85000 -3.51305 0.97316
C -3.01146 -2.43805 -1.58756
C 0.10327 -0.36548 4.48179
C -2.21680 -1.82392 4.02190
C 0.27792 -2.89280 3.20544
C -0.64817 2.63714 -2.02977
C -2.87407 1.14757 -2.77616
C -0.37721 -0.07975 -3.10937
H 2.01291 1.00625 0.62176
H 0.39952 2.82391 1.17465
H -0.86542 -4.38736 -1.00990
H 0.14408 -3.58815 0.22287
H 0.04918 -2.91082 -1.40923
H -3.19804 -4.39641 0.41982
H -3.73364 -3.00969 1.38092
H -2.24324 -3.85847 1.81566
H -3.34321 -3.46655 -1.78717
H -2.51325 -2.05637 -2.48544
H -3.90552 -1.82637 -1.42119
H 0.47391 -1.07422 5.23870
H -0.64825 0.30117 4.93157
H 0.93267 0.23889 4.09493
H -1.92864 -2.43534 4.89236
H -2.88390 -2.40005 3.36573
H -2.73288 -0.91481 4.36541
H 0.41071 -3.16555 4.26366
H 1.25870 -2.72723 2.74050
H -0.24391 -3.69684 2.66715
H -0.45433 2.88825 -3.07454
H 0.28012 2.77447 -1.46707
H -1.39170 3.33907 -1.63960
H -2.68672 1.44917 -3.81444
H -3.46235 1.93858 -2.29935
H -3.45523 0.21996 -2.78007
H -0.18820 0.49597 -4.01433
H -0.93621 -0.97712 -3.38248
H 0.59240 -0.41593 -2.72130
C 4.11553 1.81977 -2.44122
C 4.89572 1.09591 -3.38149
C 6.20770 1.49376 -3.66730
C 6.73905 2.63321 -3.05515
C 5.94693 3.39758 -2.19274
C 4.65054 3.00887 -1.91224
S 2.41371 1.42010 -2.22790
H 1.96293 0.63521 -1.11222
H 4.41935 0.26751 -3.91142
H 6.78678 0.91376 -4.38689
H 7.76673 2.92052 -3.26684
H 6.34778 4.30730 -1.77447
H 3.96257 3.62747 -1.33314
C -3.19569 2.07396 2.31909
O -2.68176 0.89356 1.62406
H -2.56898 2.89690 1.99013
H -3.07097 1.94409 3.39748
H -4.24006 2.22467 2.03742
H -3.39333 0.21879 1.53380
*
```

Properties
HOMO energy (alpha / beta), Ha: -0.5776 / -0.5776
Electronic energy, eV: -89583.296
Frontier orbital gap (alpha / beta), eV: 4.5 / 4.6
Energy above the lowest of the compared OMol25 structures with the same formula, charge and spin, kJ/mol: 57.05